one:
Computed, not measured: an isolated molecule of C7H8, with ωB97M-V with the def2-TZVPD basis set.

```
15
Properties=species:S:1:pos:R:3:mulliken_charge:R:1
C -0.805 -0.550 -2.400 -0.51
C -0.610 -1.099 -1.232 -0.47
C -0.358 -0.700 2.186 -0.13
C 0.444 -1.394 1.407 -0.74
C -0.863 0.163 1.041 -0.95
C 0.119 -0.558 0.073 1.62
C 1.306 0.303 -0.327 -1.67
H -0.498 0.296 -2.966 0.33
H -1.079 -2.056 -1.015 0.31
H -0.605 -0.679 3.227 0.39
H -1.912 -0.003 0.807 0.33
H -0.658 1.228 1.166 0.28
H 1.982 -0.268 -0.960 0.37
H 1.854 0.626 0.557 0.45
H 0.980 1.179 -0.878 0.38
```

The net charge is 0. The calculation puts the orbital gap (spin up / spin down) at 8.607 / 8.153 eV. The HOMO energy (spin up / spin down) comes out at -8.8 / -8.8 eV. The multiplicity is 1.

***

two:
Computed, not measured: an isolated molecule of C7H8, with ωB97M-V with the def2-TZVPD basis set.

```
15
Properties=species:S:1:pos:R:3:mulliken_charge:R:1
C -0.975 -1.560 0.830 -1.33
C -0.192 -0.464 0.203 0.46
C -0.145 1.019 0.638 -0.44
C -0.036 1.455 -0.796 -0.50
C 1.217 1.152 -0.017 -0.51
C 1.157 -0.330 -0.450 -0.53
C -0.102 -0.029 -1.242 -0.37
H -0.943 -2.486 0.238 0.33
H -0.642 -1.779 1.853 0.31
H -1.990 -1.162 0.892 0.33
H -0.477 1.535 1.535 0.44
H -0.346 2.381 -1.257 0.44
H 2.043 1.786 0.290 0.44
H 1.921 -1.081 -0.614 0.47
H -0.492 -0.511 -2.130 0.46
```

As for the SMILES: C[C@@]12[C@@H]3[C@H]4[C@@H]3[C@@H]1[C@H]42. The net charge is 0. The calculation puts the orbital gap at 9.801 eV. The HOMO energy comes out at -8.6 eV. The multiplicity is 1.

***

three:
Computed, not measured: C7H8 as an isolated structure, with ωB97M-V with the def2-TZVPD basis set.

```
15
Properties=species:S:1:pos:R:3:mulliken_charge:R:1
C 0.957 0.530 -0.778 -0.75
C 0.725 -0.519 0.241 0.54
C -1.786 0.873 -0.588 -0.25
C -1.271 1.881 -0.206 -0.34
C -1.629 -0.511 -0.878 -0.50
C -0.124 -0.493 -0.761 0.13
C 1.271 -1.123 1.458 -1.10
H 1.835 0.401 -1.475 0.23
H 1.052 1.864 -0.307 0.08
H -0.980 2.903 -0.197 0.42
H -2.045 -1.242 -0.295 0.37
H -2.025 -0.811 -1.814 0.31
H 1.456 -2.177 1.399 0.32
H 0.493 -1.104 2.327 0.25
H 2.071 -0.472 1.876 0.29
```

The net charge is 0. The calculation puts the orbital gap at 9.547 eV. The HOMO energy comes out at -8.7 eV. The multiplicity is 1.

***

four:
Computed, not measured: an isolated molecule of C7H8, with ωB97M-V with the def2-TZVPD basis set.

```
15
Properties=species:S:1:pos:R:3:mulliken_charge:R:1
C -2.743 0.644 0.767 0.14
C -1.650 0.167 0.593 -0.85
C -0.315 -0.432 0.375 0.69
C -0.408 -1.880 -0.084 -1.40
C 0.410 0.392 -0.654 -0.72
C 1.517 1.031 -0.468 0.26
C 2.479 1.854 -0.183 -0.73
H -3.712 1.067 0.921 0.43
H 0.222 -0.376 1.332 0.26
H -0.886 -1.915 -1.068 0.33
H 0.603 -2.287 -0.177 0.35
H -0.987 -2.483 0.617 0.37
H 0.005 0.499 -1.648 0.32
H 2.017 2.021 0.831 0.29
H 3.501 1.634 -0.493 0.26
```

As for the SMILES: C#C[C@@H](C)C=C=C. The net charge is 0. The calculation puts the orbital gap at 9.629 eV. The HOMO energy comes out at -8.7 eV. The multiplicity is 1.

***

Short version: two, four, three, one, most stable first.

***

one:
Computed, not measured: an isolated molecule of C7H8, with ωB97M-V with the def2-TZVPD basis set.

```
15
Properties=species:S:1:pos:R:3:mulliken_charge:R:1
C -2.346 0.214 -0.152 -0.56
C -1.351 0.663 0.522 -0.42
C -0.216 -2.065 -0.242 -0.36
C -0.827 -1.029 -0.801 -0.63
C 0.743 -1.129 0.546 -0.72
C -0.106 0.051 -0.073 1.47
C 0.784 1.090 -0.754 -1.41
H -3.330 0.521 -0.285 0.39
H -1.131 1.420 1.393 0.27
H -0.221 -3.198 -0.320 0.33
H 0.692 -1.444 1.586 0.33
H 1.673 -1.180 -0.039 0.28
H 1.372 0.575 -1.514 0.39
H 1.420 1.557 -0.012 0.36
H 0.186 1.903 -1.384 0.31
```

The net charge is 0. The calculation puts the orbital gap (spin up / spin down) at 8.700 / 8.700 eV. The HOMO energy (spin up / spin down) comes out at -8.6 / -8.6 eV. The multiplicity is 1.

***

two:
Computed, not measured: an isolated molecule of C7H8, with ωB97M-V with the def2-TZVPD basis set.

```
15
Properties=species:S:1:pos:R:3:mulliken_charge:R:1
C -2.129 1.293 0.281 0.12
C -1.102 0.688 0.133 -1.22
C 0.170 -0.048 -0.064 2.10
C 0.211 -0.619 -1.487 -1.42
C 1.350 0.879 0.251 -1.42
C 0.104 -1.129 0.909 -0.88
C -0.152 -1.940 1.765 -0.24
H -3.018 1.882 0.351 0.48
H -0.626 -1.307 -1.640 0.36
H 1.146 -1.167 -1.642 0.37
H 0.139 0.196 -2.209 0.36
H 1.315 1.749 -0.409 0.36
H 1.294 1.217 1.290 0.36
H 2.294 0.346 0.107 0.37
H -1.015 -2.005 2.371 0.29
```

As for the SMILES: C#CC(C)(C)C#C. The net charge is 0. The calculation puts the orbital gap at 10.843 eV. The HOMO energy comes out at -10.0 eV. The multiplicity is 1.

***

three:
Computed, not measured: an isolated molecule of C7H8, with ωB97M-V with the def2-TZVPD basis set.

```
15
Properties=species:S:1:pos:R:3:mulliken_charge:R:1
C -0.363 -2.027 0.556 -1.53
C -0.096 -0.675 0.170 1.28
C -1.053 0.054 -0.514 -0.63
C -0.877 1.339 -0.883 -0.20
C 0.273 1.999 -0.520 -0.71
C 1.165 1.203 0.234 -0.05
C 1.067 -0.122 0.642 -0.83
H -0.601 -2.106 1.555 0.32
H -1.119 -2.525 -0.038 0.38
H 0.456 -2.704 0.331 0.36
H -1.933 -0.418 -0.877 0.33
H -1.658 1.824 -1.478 0.33
H 0.750 2.961 -0.829 0.30
H 2.043 1.747 0.560 0.28
H 1.947 -0.551 1.092 0.37
```

As for the SMILES: Cc1ccccc1. The net charge is 0. The calculation puts the orbital gap at 10.068 eV. The HOMO energy comes out at -8.9 eV. The multiplicity is 1.

***

Short version: three, two, one, most stable first.

***

one:
Computed, not measured: an isolated molecule of C7H8, with ωB97M-V with the def2-TZVPD basis set.

```
15
Properties=species:S:1:pos:R:3:mulliken_charge:R:1
C -1.353 -0.779 1.982 0.00
C -0.528 -0.389 1.195 -1.11
C 0.207 0.051 -0.016 2.05
C 0.449 1.572 0.016 -1.41
C 1.540 -0.699 -0.197 -1.41
C -0.794 -0.292 -1.056 -1.11
C -1.792 -0.603 -1.654 -0.01
H -2.146 -1.138 2.598 0.43
H -0.496 2.104 0.148 0.37
H 0.909 1.899 -0.923 0.36
H 1.119 1.829 0.842 0.36
H 2.221 -0.452 0.624 0.35
H 1.389 -1.781 -0.210 0.37
H 2.014 -0.401 -1.138 0.35
H -2.717 -0.900 -2.095 0.43
```

As for the SMILES: C#CC(C)(C)C#C. The net charge is 0. The calculation puts the orbital gap at 10.514 eV. The HOMO energy comes out at -9.6 eV. The multiplicity is 1.

***

two:
Computed, not measured: an isolated molecule of C7H8, with ωB97M-V with the def2-TZVPD basis set.

```
15
Properties=species:S:1:pos:R:3:mulliken_charge:R:1
C 2.450 1.923 0.293 -0.19
C 1.562 1.468 -0.387 -0.28
C 0.501 0.680 -0.965 -0.55
C 0.014 -0.331 0.125 0.61
C -0.471 -1.657 -0.472 -1.55
C -1.099 0.245 0.873 -0.95
C -2.130 0.506 1.435 0.11
H 2.694 1.788 1.321 0.28
H 0.883 0.189 -1.863 0.32
H -0.342 1.318 -1.240 0.34
H 0.801 -0.581 0.851 0.28
H -1.218 -1.478 -1.250 0.34
H 0.379 -2.200 -0.894 0.39
H -0.928 -2.279 0.305 0.42
H -3.097 0.410 1.868 0.41
```

As for the SMILES: C#CC[C@H](C)C#C. The net charge is 0. The calculation puts the orbital gap at 10.865 eV. The HOMO energy comes out at -9.9 eV. The multiplicity is 1.

***

three:
Computed, not measured: a 2-piece molecular cluster, C7H8 overall, with ωB97M-V with the def2-TZVPD basis set.

```
15
Properties=species:S:1:pos:R:3:mulliken_charge:R:1
C 0.279 1.369 -1.366 -0.74
C 0.484 -0.001 0.804 -0.40
C -0.367 -1.252 0.743 -0.51
C -1.803 -0.959 0.811 -0.45
C -2.979 -0.708 0.876 0.18
C 1.724 0.038 0.243 -0.02
C 2.490 0.387 -0.687 -0.55
H 0.328 0.315 -1.533 0.23
H -0.322 1.951 -2.070 0.25
H 0.753 1.911 -0.576 0.27
H 0.241 0.700 1.602 0.42
H -0.140 -1.808 -0.175 0.30
H -0.103 -1.919 1.577 0.29
H -4.020 -0.481 0.930 0.41
H 3.435 0.456 -1.178 0.34
```

The net charge is 0. The calculation puts the orbital gap (spin up / spin down) at 8.307 / 8.532 eV. The HOMO energy (spin up / spin down) comes out at -8.6 / -8.3 eV. The multiplicity is 1.

***

Short version: one, two, three, most stable first.

***

one:
Computed, not measured: a 2-piece molecular cluster, C7H8 overall, with ωB97M-V with the def2-TZVPD basis set.

```
15
Properties=species:S:1:pos:R:3:mulliken_charge:R:1
C 0.010 0.514 -1.585 -1.35
C 0.234 0.168 -0.143 1.67
C 1.060 1.064 0.730 -1.35
C -0.774 -0.611 0.499 -0.33
C -1.900 -0.967 1.087 -0.85
C 0.412 -1.392 0.145 -0.05
C 1.528 -1.866 -0.251 -0.45
H -0.546 -0.279 -2.097 0.38
H 0.965 0.666 -2.089 0.35
H -0.584 1.432 -1.601 0.37
H 0.511 2.004 0.826 0.37
H 1.193 0.626 1.724 0.38
H 2.038 1.233 0.279 0.35
H -2.749 -0.196 1.290 0.28
H -1.399 -2.394 1.186 0.23
```

The net charge is 0. The calculation puts the orbital gap at 9.830 eV. The HOMO energy comes out at -9.4 eV. The multiplicity is 1.

***

two:
Computed, not measured: an isolated molecule of C7H8, with ωB97M-V with the def2-TZVPD basis set.

```
15
Properties=species:S:1:pos:R:3:mulliken_charge:R:1
C 1.444 0.312 -1.598 -1.15
C 0.403 0.039 -0.631 0.78
C -0.505 -1.038 -0.511 -0.47
C -1.382 -1.122 0.483 -0.43
C -1.347 -0.104 1.492 -0.30
C -0.348 0.817 1.497 -0.49
C 0.463 0.951 0.376 -0.31
H 2.134 1.068 -1.242 0.34
H 0.831 0.457 -2.452 0.29
H 2.092 -0.595 -1.757 0.28
H -0.520 -1.798 -1.244 0.38
H -2.149 -1.839 0.482 0.41
H -2.301 -0.161 2.231 0.20
H -0.110 1.406 2.455 0.26
H 1.297 1.607 0.420 0.22
```

As for the SMILES: Cc1ccccc1. The net charge is 0. The calculation puts the orbital gap at 9.846 eV. The HOMO energy comes out at -8.8 eV. The multiplicity is 1.

***

Short version: two, one, most stable first.

***

one:
Computed, not measured: a 3-piece molecular cluster, C2H7NS overall, with ωB97M-V with the def2-TZVPD basis set.

```
11
Properties=species:S:1:pos:R:3:mulliken_charge:R:1
C -0.196 -0.367 -0.921 -0.09
C 0.730 0.580 -1.283 -0.53
N -1.413 -0.039 -0.253 -0.52
H -0.137 -1.453 -1.192 0.29
H 1.377 0.545 -2.162 0.26
H 0.514 1.557 -0.852 0.25
H 0.835 -0.262 0.441 0.13
H -1.414 0.748 0.276 0.30
H -1.622 -0.751 0.434 0.29
S 0.044 -0.317 2.509 -0.47
H 1.283 -0.241 3.003 0.09
```

The net charge is 0. The calculation puts the orbital gap at 8.122 eV. The HOMO energy comes out at -8.4 eV. The multiplicity is 1.

***

two:
Computed, not measured: an isolated molecule of C2H7NS, with ωB97M-V with the def2-TZVPD basis set.

```
11
Properties=species:S:1:pos:R:3:mulliken_charge:R:1
N -1.695 1.505 0.627 -0.54
C -1.061 0.406 -0.152 -0.23
C 0.313 0.201 0.408 -0.73
S 1.280 -1.149 -0.432 -0.23
H -2.645 1.690 0.361 0.20
H -1.483 1.399 1.591 0.18
H -0.993 0.683 -1.204 0.28
H -1.693 -0.477 -0.063 0.27
H 0.981 1.043 0.236 0.35
H 0.382 -0.053 1.462 0.36
H 1.363 -0.661 -1.674 0.11
```

As for the SMILES: NCCS. The net charge is 0. The calculation puts the orbital gap at 10.117 eV. The HOMO energy comes out at -9.1 eV. The multiplicity is 1.

***

three:
Computed, not measured: a 2-piece molecular cluster, C2H7NS overall, with ωB97M-V with the def2-TZVPD basis set.

```
11
Properties=species:S:1:pos:R:3:mulliken_charge:R:1
C -0.476 -0.250 -0.500 -0.67
C 0.955 0.277 -0.414 -0.45
S 1.485 0.180 1.312 -0.21
N -1.421 0.358 0.440 -0.53
H -0.878 -0.210 -1.550 0.33
H -0.406 -1.298 -0.198 0.26
H 1.565 -0.311 -1.054 0.29
H 1.018 1.329 -0.748 0.35
H 0.750 -1.769 1.192 0.12
H -1.636 1.332 0.165 0.23
H -0.957 0.362 1.357 0.27
```

The net charge is 0. The calculation puts the orbital gap at 8.076 eV. The HOMO energy comes out at -9.3 eV. The multiplicity is 1.

***

Short version: two, three, one, most stable first.

***

one:
Computed, not measured: C4H15NO3 as an isolated structure, with ωB97M-V with the def2-TZVPD basis set.

```
23
Properties=species:S:1:pos:R:3:mulliken_charge:R:1
C -1.062 0.003 -1.845 -1.59
C -0.280 0.303 -0.575 0.60
C -1.069 0.201 0.725 0.61
C -1.470 -1.199 1.153 -1.45
O -2.267 0.960 0.545 -0.58
N 0.407 1.467 -0.603 -0.41
H -0.345 -0.262 -2.626 0.46
H -1.593 0.902 -2.127 0.35
H -1.770 -0.795 -1.677 0.33
H 0.691 -0.609 -0.533 -0.52
H -0.463 0.621 1.527 0.36
H -2.529 -1.418 1.150 0.38
H -1.138 -1.341 2.187 0.34
H -0.872 -1.961 0.677 0.34
H -2.003 1.839 0.240 0.37
H 0.908 1.576 0.277 0.36
H 1.148 1.449 -1.311 0.37
H 0.918 -1.308 -0.532 0.58
H 3.741 0.028 -0.459 0.21
O 2.798 -0.132 -0.549 -0.84
H 2.172 -0.536 2.175 0.19
H 2.336 0.084 0.555 0.36
O 1.744 0.126 1.628 -0.80
```

The net charge is 0. The calculation puts the orbital gap at 7.394 eV. The HOMO energy comes out at -8.5 eV. The multiplicity is 1.

***

two:
Computed, not measured: a 3-piece molecular cluster, C4H15NO3 overall, with ωB97M-V with the def2-TZVPD basis set.

```
23
Properties=species:S:1:pos:R:3:mulliken_charge:R:1
C 2.479 -0.596 -0.452 -0.87
N 1.619 0.417 0.189 -0.38
C 0.846 1.212 -0.793 -0.40
C -0.617 1.203 -0.374 -0.41
C -1.418 2.450 -0.765 -0.46
O -2.548 2.686 0.046 -0.52
H 3.106 -1.089 0.293 0.33
H 1.755 -1.340 -0.776 0.30
H 3.117 -0.243 -1.268 0.31
H 2.237 1.024 0.718 0.21
H 1.282 2.207 -0.912 0.43
H 1.016 0.756 -1.765 0.36
H -1.070 0.302 -0.816 -0.11
H -0.783 0.958 0.676 0.39
H -1.564 2.428 -1.852 0.27
H -0.718 3.279 -0.619 0.26
H -2.923 1.818 0.233 0.31
O -1.479 -4.108 4.337 -0.64
H -1.025 -3.269 4.215 0.32
H -0.876 -4.704 4.795 0.32
O -0.672 -1.681 -2.019 -0.63
H -0.871 -2.601 -1.815 0.29
H -0.894 -1.108 -1.275 0.32
```

As for the SMILES: CNCCCO.O.O. The net charge is 0. The calculation puts the orbital gap at 9.646 eV. The HOMO energy comes out at -9.1 eV. The multiplicity is 1.

***

Short version: two, one, most stable first.